Record 1
The following is a DFT calculation (wB97M-V/def2-TZVPD) of a molecular structure, C43H31NO6P2Pd.

Structure (XYZ):
```
84
Properties=species:S:1:pos:R:3:lowdin_charge:R:1
Pd -0.75455 -0.32808 -0.05183 0.271
O -0.09195 1.16434 5.10670 0.028
C 0.39890 0.93848 3.83842 -0.314
C 0.97031 -0.27457 3.49580 0.044
C 1.44305 -0.43504 2.20283 -0.177
N 1.29617 0.49720 1.25788 0.132
C 0.73782 1.66427 1.60227 -0.185
C 0.31552 1.94346 2.90025 0.021
C 0.49951 2.76016 0.52662 -0.670
O 0.80248 3.91438 0.88102 -0.053
O 0.00319 2.36816 -0.56497 -0.104
C 2.21421 -1.73972 1.87781 -0.501
O 2.70236 -2.19722 3.13330 -0.063
O 3.30933 -1.49905 1.09784 -0.103
H 0.05675 0.36128 5.61718 0.093
H 1.09243 -1.06907 4.22015 0.120
H -0.09249 2.91673 3.13109 0.123
O -2.43277 -2.75677 0.90243 -0.041
C -3.71250 -2.31418 1.12787 -0.267
C -4.58849 -3.15693 1.81103 -0.033
C -5.87235 -2.74046 2.10594 -0.094
C -6.28029 -1.46377 1.73735 -0.095
C -5.38172 -0.62080 1.11005 -0.099
C -4.07727 -1.01142 0.78436 -0.230
P -2.85627 0.26070 0.14592 0.954
C -3.67342 0.87970 -1.37231 -0.355
C -4.81767 0.35834 -1.96687 -0.095
C -5.29349 0.88194 -3.16398 -0.111
C -4.63269 1.93780 -3.77284 -0.118
C -3.47816 2.45323 -3.19179 -0.087
C -2.98910 1.92225 -2.00985 -0.094
C -3.35074 1.55294 1.37417 -0.335
C -4.12530 2.67705 1.10589 -0.090
C -4.41230 3.59304 2.10991 -0.100
C -3.92930 3.39475 3.39537 -0.106
C -3.14626 2.28090 3.67097 -0.088
C -2.85491 1.37473 2.66514 -0.100
C -2.15027 -3.68849 -0.06130 -0.256
C -3.10015 -4.58044 -0.53851 -0.024
C -2.72797 -5.57029 -1.44082 -0.104
C -1.41101 -5.67427 -1.85844 -0.102
C -0.48435 -4.74180 -1.40563 -0.084
C -0.82860 -3.71757 -0.52928 -0.260
P 0.31691 -2.29873 -0.19171 1.001
C 1.32274 -2.85130 1.24214 -0.207
C 1.32128 -4.14449 1.59960 -0.080
C 2.20997 -4.89229 2.49230 -0.105
C 3.37556 -4.45048 2.97182 -0.053
C 3.82936 -3.02394 2.81937 -0.356
C 4.26018 -2.65095 1.38172 -0.121
C 1.46274 -2.51568 -1.61314 -0.349
C 2.73313 -3.07403 -1.50942 -0.076
C 3.52769 -3.18798 -2.64579 -0.091
C 3.06647 -2.75935 -3.88123 -0.121
C 1.80344 -2.18402 -3.98112 -0.111
C 1.01593 -2.05038 -2.85075 -0.113
H -4.22999 -4.13340 2.11348 0.121
H -6.54808 -3.40040 2.63682 0.094
H -7.28100 -1.11932 1.96756 0.093
H -5.68421 0.39419 0.87988 0.104
H -5.33753 -0.47154 -1.50521 0.090
H -6.18150 0.45866 -3.61979 0.089
H -5.00444 2.34745 -4.70504 0.087
H -2.94092 3.26152 -3.67306 0.099
H -2.05552 2.28894 -1.58224 0.086
H -4.49699 2.84830 0.10212 0.098
H -5.00610 4.47078 1.88216 0.091
H -4.14143 4.11787 4.17406 0.089
H -2.72570 2.13393 4.65819 0.095
H -2.20835 0.52536 2.86620 0.101
H -4.12920 -4.50844 -0.21401 0.098
H -3.47663 -6.26334 -1.80723 0.091
H -1.11055 -6.45336 -2.54777 0.091
H 0.53563 -4.78437 -1.76619 0.105
H 0.62320 -4.78698 1.06900 0.083
H 1.94696 -5.93600 2.63625 0.080
H 4.02512 -5.14188 3.50392 0.086
H 4.59421 -2.81204 3.58084 0.121
H 5.21852 -2.12084 1.46190 0.025
H 3.14460 -3.38449 -0.54749 0.061
H 4.52299 -3.60615 -2.54564 0.093
H 3.69337 -2.84951 -4.76175 0.083
H 1.44282 -1.81874 -4.93599 0.088
H 0.04513 -1.56800 -2.91322 0.091
```

* Kohn-Sham gap: 4.523 eV
* total charge: -2
* HOMO energy: -0.4 eV
* E: -2973.948545 hartree
* M: 826.09 u

Record 2
The following is a DFT calculation (wB97M-V/def2-TZVPD) of a molecular structure, C10H14N5O5P at a distorted geometry.

Structure (XYZ):
```
35
Properties=species:S:1:pos:R:3:lowdin_charge:R:1
O -4.34441 -1.24097 1.80173 -0.297
N 1.16891 2.47973 -1.72874 0.118
N 4.68425 1.25337 -2.27223 0.155
N 3.27195 -0.26322 -0.91521 0.140
O 3.87281 3.41941 -2.79192 0.075
O -1.06366 0.51580 1.25394 -0.171
O -3.43395 -0.73298 -0.29824 -0.173
O -4.84732 0.97706 0.91773 -0.062
C 0.39100 1.54612 -1.09686 -0.117
C 4.33989 0.08517 -1.71362 -0.169
C 3.65518 2.06841 -2.39163 -0.261
C 2.34021 0.66097 -0.96324 -0.262
C 2.41855 1.79806 -1.79585 -0.158
N -1.15982 -2.28994 0.41202 -0.103
N 1.04950 0.57235 -0.41995 0.069
C -0.76164 -1.87761 1.74250 -0.147
C -0.08027 -1.78110 -0.43293 -0.142
C -2.33563 0.79459 1.93683 -0.141
C -0.09920 -0.46621 1.56383 -0.277
C 0.73632 -0.69130 0.32096 -0.166
P -3.77298 -0.07122 1.10619 0.343
H 3.13587 3.97784 -2.72837 0.061
H -2.56431 -1.28142 -0.02884 0.075
H -5.37905 0.43200 0.35717 0.077
H -0.70303 1.85795 -1.09797 0.153
H 5.08797 -0.69499 -1.71112 0.102
H -1.19826 -3.34654 0.36662 0.161
H -0.05019 -2.73553 2.04595 0.146
H -1.75480 -1.81065 2.44105 0.158
H 0.60780 -2.68383 -0.57911 0.134
H -0.44017 -1.50934 -1.46931 0.139
H -2.60675 1.84886 2.05963 0.104
H -2.29109 0.47998 2.96422 0.094
H 0.39282 -0.08773 2.47461 0.162
H 1.73348 -1.20312 0.67014 0.180
```

* Kohn-Sham gap: 9.167 eV
* total charge: 0
* HOMO energy: -8.9 eV
* E: -1380.789482 hartree
* M: 315.23 u

Record 3
The following is a DFT calculation (wB97M-V/def2-TZVPD) of 10 unconnected molecules or ions with the total composition C24H30F7N3O27 at a distorted geometry.

Structure (XYZ):
```
91
Properties=species:S:1:pos:R:3:lowdin_charge:R:1
O 2.71904 -1.17931 1.06451 0.089
C 1.72390 -0.51989 0.64678 -0.488
O 0.79533 -0.94728 -0.16727 0.073
C 0.02193 0.05705 -0.65837 -0.052
C 0.11570 0.99394 0.57170 -0.347
F -0.70451 0.71561 1.57879 0.100
O 1.30894 0.66888 1.05918 0.167
H 0.37966 0.51889 -1.57861 0.127
H -0.94038 -0.37253 -0.93677 0.135
H 0.03486 2.05917 0.35525 0.159
O -3.81718 6.69241 3.02187 0.178
C -3.08962 6.21973 2.19892 -0.522
O -1.88436 5.75116 2.45822 0.061
C -1.11202 5.57994 1.27075 -0.023
C -2.25639 5.45259 0.20760 -0.334
F -2.61219 4.16138 0.14422 0.069
O -3.25151 6.20042 0.80383 0.115
H -0.78502 6.61952 1.24986 0.144
H -0.40537 4.76246 1.41381 0.137
H -2.03875 5.75455 -0.81687 0.164
O -0.70875 1.09746 -3.62087 0.142
C -1.26505 2.14163 -3.92739 -0.536
O -1.62819 3.16285 -3.10465 0.080
C -2.52458 4.03888 -3.75841 -0.063
C -2.22649 3.62368 -5.16203 -0.350
F -1.28619 4.41543 -5.68289 0.100
O -1.66755 2.35929 -5.12902 0.200
H -3.59759 3.95978 -3.58376 0.143
H -2.27124 5.09463 -3.66196 0.145
H -3.13916 3.68173 -5.75513 0.173
O -2.51963 -2.03920 -2.45381 0.158
C -3.34592 -1.63451 -1.66519 -0.468
O -4.26663 -0.65118 -1.94009 0.046
C -5.30658 -0.69621 -0.99126 -0.065
C -4.51180 -1.08079 0.28535 -0.280
F -5.30588 -2.00504 0.74802 0.084
O -3.33955 -1.74478 -0.27989 0.094
H -5.91083 0.21007 -0.95086 0.138
H -6.04750 -1.45853 -1.23212 0.140
H -4.37006 -0.33868 1.07103 0.179
O -1.39914 -1.95729 2.07395 0.137
C -1.82250 -3.09524 2.10304 -0.446
O -2.73353 -3.56965 3.02599 0.071
C -2.88983 -4.95653 2.79185 -0.091
C -2.38376 -5.28876 1.41379 -0.306
F -3.46803 -5.33415 0.65944 0.086
O -1.48519 -4.17347 1.24209 0.092
H -2.41535 -5.56968 3.55801 0.137
H -3.94987 -5.16051 2.94285 0.142
H -2.03979 -6.31693 1.30131 0.180
O 0.83192 4.34512 -1.02061 0.173
C 1.73880 5.10628 -1.11497 -0.562
O 3.07728 4.93960 -1.10552 0.106
C 3.74997 6.20909 -1.04292 -0.044
C 2.66009 7.13006 -0.88738 -0.389
F 2.78218 8.20650 -1.66731 0.105
O 1.53720 6.39397 -1.10394 0.165
H 4.45978 6.13572 -0.21897 0.146
H 4.51503 6.45719 -1.77860 0.153
H 2.51105 7.56886 0.09920 0.178
O 5.68199 -4.48608 5.71657 0.137
C 5.48695 -3.62862 4.85454 -0.447
O 5.57550 -2.24811 4.96149 0.051
C 5.17561 -1.61556 3.76634 -0.084
C 5.24377 -2.74558 2.75732 -0.284
F 6.50383 -2.68531 2.24308 0.059
O 5.06436 -3.91124 3.56845 0.105
H 4.16466 -1.21613 3.84714 0.122
H 5.83136 -0.76033 3.60298 0.143
H 4.55407 -2.65136 1.91855 0.150
C 0.66006 -2.27951 -3.73403 0.041
N 1.53415 -2.11422 -4.93366 -0.414
O 2.35928 -2.99962 -5.20933 0.057
O 1.41269 -1.03452 -5.50661 0.055
H 0.47836 -3.34970 -3.63520 0.091
H -0.23656 -1.65972 -3.72894 0.078
H 1.22879 -1.89657 -2.88668 0.090
C 1.24611 -2.84669 4.05108 0.051
N 1.44111 -4.34299 3.91470 -0.387
O 2.05961 -4.75096 2.91931 0.049
O 0.67915 -5.00198 4.61625 0.052
H 1.97160 -2.36972 4.71007 0.093
H 0.23975 -2.54959 4.34614 0.093
H 1.38524 -2.46129 3.04102 0.076
C 1.12582 -4.14526 -0.93033 0.044
N 1.11960 -5.29641 -1.88840 -0.448
O 0.14538 -5.99843 -2.11453 0.041
O 2.14236 -5.58146 -2.46757 0.060
H 1.24626 -4.64687 0.02986 0.100
H 0.22911 -3.52568 -0.94140 0.086
H 2.01049 -3.59545 -1.25153 0.096
```

* structure (SMILES): O=C1OC[C@@H](F)O1.O=C1OC[C@@H](F)O1.O=C1OC[C@@H](F)O1.O=C1OC[C@@H](F)O1.O=C1OC[C@@H](F)O1.O=C1OC[C@@H](F)O1.O=C1OC[C@@H](F)O1.C[N+](=O)[O-].C[N+](=O)[O-].C[N+](=O)[O-]
* Kohn-Sham gap: 10.121 eV
* total charge: 0
* HOMO energy: -10.3 eV
* E: -3827.003143 hartree
* M: 925.48 u